Record 1
Below is a molecular structure, C21H47MnO2P3, with properties calculated with wB97M-V/def2-TZVPD.

The geometry in XYZ format:
```
74
C21H47MnO2P3 (wB97M-V/def2-TZVPD)
Mn 0.391 -0.121 -0.674
P 0.715 -2.210 -1.172
P 2.406 0.215 1.067
P -2.144 0.383 -0.192
H 1.893 2.826 -0.201
C 0.946 3.367 -0.072
C 0.374 3.520 1.138
H 0.894 3.180 2.026
C 1.843 -1.831 -2.588
C 1.407 -3.276 0.141
C -0.891 -2.821 -1.816
C 3.136 1.701 1.865
C 2.562 -0.911 2.518
C 3.883 -0.306 0.090
C -2.845 1.966 0.411
C -3.012 -0.817 0.892
C -3.067 0.197 -1.777
H 0.356 3.454 -0.989
H -0.648 3.859 1.271
H 1.447 -2.184 -3.557
H 2.839 -2.283 -2.448
H 2.005 -0.725 -2.663
H 1.459 -4.339 -0.129
H 0.774 -3.154 1.032
H 2.411 -2.924 0.409
H -0.826 -3.786 -2.334
H -1.348 -2.080 -2.499
H -1.603 -2.939 -0.982
H 4.219 1.523 1.919
H 2.729 1.795 2.882
H 2.922 2.609 1.294
H 3.631 -1.122 2.658
H 2.003 -1.840 2.350
H 2.163 -0.398 3.403
H 4.768 -0.048 0.687
H 3.901 0.254 -0.860
H 3.858 -1.388 -0.108
H -3.926 2.016 0.224
H -2.350 2.803 -0.087
H -2.674 2.067 1.486
H -4.058 -0.529 1.047
H -2.490 -0.820 1.852
H -2.971 -1.826 0.472
H -4.078 0.607 -1.722
H -3.107 -0.857 -2.067
H -2.521 0.744 -2.568
C -0.300 1.539 -3.820
C 0.653 0.876 -4.604
C 0.558 1.120 -5.979
C -0.405 2.016 -6.454
C -1.310 2.699 -5.626
C -1.221 2.499 -4.255
O -0.316 1.320 -2.469
H 0.105 0.364 -2.277
H 1.388 0.205 -4.159
H 1.255 0.632 -6.684
H -0.422 2.201 -7.524
H -2.063 3.393 -5.983
H -1.835 2.929 -3.463
C -1.919 0.759 4.129
C -0.519 0.169 4.010
O -0.464 -0.904 3.065
C -0.937 -2.214 3.505
C -0.141 -2.804 4.649
H -2.247 1.199 3.173
H -1.918 1.559 4.886
H -2.654 0.004 4.455
H 0.165 0.912 3.589
H -0.157 -0.148 5.002
H -2.002 -2.143 3.758
H -0.853 -2.825 2.599
H -0.410 -2.345 5.603
H -0.347 -3.873 4.732
H 0.941 -2.694 4.512
```

For the molecular weight, the calculation gives 479.46 g/mol. Its spin multiplicity is 5. The calculation puts the HOMO energy (spin up / spin down) at -15.829 / -15.827 eV. The value obtained for the orbital gap (spin up / spin down) is 5.085 / 1.835 eV. Its total charge is +3.



Record 2
Below is a molecular structure, C21H47NO4P, with properties calculated with wB97M-V/def2-TZVPD.

The geometry in XYZ format:
```
74
C21H47NO4P (wB97M-V/def2-TZVPD)
C 4.081 -0.500 4.493
C 2.971 -0.252 3.302
C 1.589 -0.265 3.823
C 0.547 -0.001 2.896
C 0.560 1.578 2.262
C -0.603 1.536 1.424
C -0.724 2.909 0.954
C -1.817 3.108 -0.318
C -1.588 2.413 -1.641
C -2.920 2.601 -2.518
C -4.060 1.610 -2.176
C -3.848 0.231 -2.247
C -3.786 -0.172 -0.803
C -3.619 -1.991 -0.973
C -3.196 -2.520 0.289
C -1.830 -2.380 0.979
H -1.718 -1.151 0.954
H -1.686 -2.745 1.943
O -0.899 -3.030 -0.133
P -0.292 -2.396 -1.208
O -0.369 -0.789 -1.426
O -0.686 -3.279 -2.422
H -0.663 -4.182 -2.467
O 1.279 -2.878 -1.141
C 2.350 -2.198 -0.620
H 1.861 -2.476 0.605
C 2.259 -0.506 -0.293
H 2.890 -0.458 0.366
H 1.300 -0.319 -0.161
N 2.843 -0.031 -1.532
C 2.673 1.358 -1.597
H 3.184 2.031 -2.395
H 3.006 1.783 -0.588
H 1.568 1.714 -1.472
C 4.381 -0.201 -1.564
H 4.574 -1.500 -1.769
H 4.880 0.250 -0.860
H 4.693 0.072 -2.306
C 2.328 -0.578 -2.840
H 1.313 -0.613 -2.729
H 2.410 -1.595 -2.871
H 2.714 -0.153 -3.483
H 3.233 -2.660 -0.497
H -3.375 -3.582 0.366
H -3.800 -2.288 1.119
H -4.674 -2.254 -1.383
H -2.931 -2.024 -1.630
H -4.794 -0.068 -0.114
H -2.855 0.029 -0.480
H -4.799 -0.260 -2.546
H -3.162 -0.012 -2.898
H -4.926 2.093 -2.870
H -4.569 2.110 -1.303
H -3.243 3.638 -2.496
H -2.757 2.230 -3.455
H -1.575 1.132 -1.382
H -0.773 2.934 -2.072
H -2.018 4.083 -0.326
H -2.798 2.563 0.203
H -1.076 3.475 1.696
H 0.187 3.265 0.149
H -1.627 1.239 1.894
H -0.531 0.802 0.436
H 0.531 2.043 3.246
H 1.435 1.627 1.847
H -0.433 -0.175 3.461
H 0.648 -0.755 2.233
H 1.444 -1.308 4.517
H 1.722 0.623 4.833
H 2.963 -1.385 2.901
H 3.241 0.486 2.817
H 4.029 0.339 5.205
H 4.063 -1.359 5.026
H 5.270 -0.614 3.770
```

For the molecular weight, the calculation gives 408.58 g/mol. Its spin multiplicity is 1. The calculation puts the HOMO energy at -11.194 eV. The value obtained for the energy above the lowest of the compared OMol25 structures with the same formula, charge and spin is 24.222 eV. The value obtained for the orbital gap is 8.949 eV. Its total charge is +1.



Record 3
Below is a molecular structure, C21H47OOsP3S, with properties calculated with wB97M-V/def2-TZVPD.

The geometry in XYZ format:
```
74
C21H47OOsP3S (wB97M-V/def2-TZVPD)
Os 0.457 0.083 -1.206
P -0.404 -1.601 -0.039
P 1.679 1.087 1.480
P 0.051 -0.870 -3.206
H 2.201 0.491 -2.908
C 1.226 0.987 -2.759
C 1.072 1.953 -1.646
H 0.774 2.968 -2.006
C 0.811 -2.938 0.035
C -0.868 -1.404 1.689
C -1.963 -2.292 -0.667
C 2.806 2.297 2.284
C 0.334 1.269 2.749
C 2.637 -0.433 1.945
C 0.197 -0.439 -5.008
C -1.606 -0.091 -2.961
C 0.278 -2.664 -3.367
H 0.874 1.540 -3.669
H 0.219 1.772 -0.771
H 0.324 -3.782 0.520
H 1.660 -2.624 0.638
H 1.176 -3.231 -0.946
H -1.583 -2.187 1.966
H -1.338 -0.425 1.823
H 0.028 -1.484 2.313
H -2.327 -3.014 0.066
H -1.869 -2.798 -1.627
H -2.710 -1.502 -0.774
H 2.754 2.057 3.374
H 2.541 3.360 2.142
H 3.854 2.186 1.976
H 0.214 0.340 3.319
H -0.623 1.537 2.273
H 0.607 2.063 3.452
H 3.488 -0.083 2.551
H 3.012 -0.957 1.051
H 1.995 -1.095 2.526
H -0.487 -1.096 -5.574
H 1.226 -0.633 -5.337
H -0.052 0.613 -5.236
H -1.715 0.628 -3.766
H -1.704 0.446 -2.001
H -2.361 -0.867 -3.031
H 0.133 -2.947 -4.425
H -0.443 -3.227 -2.759
H 1.288 -2.981 -3.074
C 5.064 1.229 -0.897
C 5.305 -0.193 -0.913
C 6.645 -0.631 -0.816
C 7.698 0.308 -0.799
C 7.445 1.674 -0.893
C 6.130 2.123 -0.927
S 3.583 2.177 -0.703
H 2.930 1.051 -0.541
H 4.471 -0.923 -0.951
H 6.864 -1.719 -0.760
H 8.746 -0.043 -0.739
H 8.239 2.416 -0.969
H 5.900 3.184 -0.856
C -3.747 2.261 1.452
C -3.143 1.729 0.167
O -1.713 1.868 0.160
C -1.257 3.233 0.299
C -1.550 4.039 -0.939
H -3.740 3.360 1.463
H -3.209 1.897 2.346
H -4.801 1.938 1.513
H -3.561 2.228 -0.717
H -3.323 0.657 0.055
H -1.702 3.679 1.207
H -0.180 3.197 0.489
H -2.619 4.228 -1.025
H -1.046 5.006 -0.887
H -1.198 3.503 -1.824
```

For the molecular weight, the calculation gives 630.83 g/mol. Its spin multiplicity is 5. The calculation puts the HOMO energy (spin up / spin down) at -19.957 / -20.329 eV. The value obtained for the energy above the lowest of the compared OMol25 structures with the same formula, charge and spin is 7.175 eV. The value obtained for the orbital gap (spin up / spin down) is 5.640 / 4.819 eV. Its total charge is +4.



| no. | largest force on an atom (eV/A) |
| --- | --- |
| 1 | 4.41 |
| 2 | 17.46 |
| 3 | 4.79 |